Record 1
Here is an isolated ion of composition C10H17O4Si and charge -1 from OMol25. Energies are from wB97M-V/def2-TZVPD.

Properties
E_LUMO (eV): 3.1
F_max (eV/Å): 3.55
Frontier orbital gap (Eh): 0.2854
Highest occupied orbital energy (eV): -4.642
Energy (eV): -26713.711

Structure (ORCA input):
```
! wB97M-V def2-TZVPD RIJCOSX def2/J DEFGRID3
* xyz -1 1
C -1.9290 -1.2779 -0.6963
C -0.6788 -0.9678 -0.5726
C 0.1951 -0.7703 -1.7903
C -0.9901 -1.2418 1.8889
C 1.9464 -0.9684 2.2985
C 0.3618 0.1724 -3.9606
C -2.0421 1.7716 0.8807
C 0.8736 2.1080 0.1684
C 1.3006 -1.3006 0.9215
C -0.1090 -0.6946 0.7667
O -1.4805 -0.2973 2.5812
O 1.3036 -1.2451 -1.9519
O -1.1710 -2.4423 2.0156
O -0.3618 0.0297 -2.7306
Si -0.3966 1.1700 1.3295
H -2.6272 -1.4652 0.1160
H -2.2050 -1.4141 -1.7260
H 2.0017 0.1526 2.4961
H 2.8964 -1.4382 2.2525
H 1.2533 -1.4676 3.1036
H 1.0801 1.0732 -4.0415
H -0.3969 0.1548 -4.7158
H 0.9452 -0.6778 -3.9382
H -1.8031 2.5862 0.2997
H -2.4983 1.0236 0.3675
H -2.6578 2.1983 1.7099
H 1.8424 1.6685 0.4146
H 0.5261 1.9062 -0.8899
H 1.1422 3.1778 0.2146
H 1.4001 -2.4393 0.7350
H 1.9590 -0.9393 0.0091
H 0.3197 1.8543 2.4440
*
```

Record 2
Here is C10H18Al2BeCl7F6NO as an isolated structure from OMol25. Energies are from wB97M-V/def2-TZVPD.

Properties
E_LUMO (eV): -6.4
F_max (eV/Å): 5.00
Relative energy (zero: lowest compared OMol25 entry of this formula, charge and spin) (eV): 2.310
Frontier orbital gap (Eh): 0.0526
Highest occupied orbital energy (eV): -7.856
Energy (eV): -131742.199

Structure (ORCA input):
```
! wB97M-V def2-TZVPD RIJCOSX def2/J DEFGRID3
* xyz 0 1
C 5.2411 -1.7911 0.3042
C 4.7048 -1.0345 -0.9879
C 4.7082 0.5366 -0.7582
C 3.3540 -1.6093 -1.5387
C 2.1197 -1.3704 -0.5808
N 1.1543 -2.4194 -0.9166
C -0.0562 -2.2775 -0.1659
C -0.8592 -0.9095 -0.8034
C -1.9649 -0.2136 0.2587
O -0.5342 0.3645 -0.1654
H 4.8593 -1.2887 1.2308
H 6.3643 -1.7136 0.3028
H 4.9870 -2.8815 0.2315
H 5.4822 -1.2263 -1.7877
H 5.7840 0.8179 -0.5584
H 4.3515 1.0297 -1.6971
H 4.1233 0.8047 0.1588
H 3.4802 -2.7407 -1.6923
H 3.0741 -1.2091 -2.5578
H 1.7173 -0.3399 -0.8561
H 2.4734 -1.4215 0.4876
H -0.7975 -3.1047 -0.3883
H 0.0752 -2.0433 0.9277
H -1.1346 -0.9361 -1.9263
H -2.1979 0.8786 0.4024
H -2.7182 -0.2860 -0.6148
Be -2.3221 -1.0111 2.1364
C -1.3828 3.0404 3.3663
Cl -0.4473 3.8257 2.0838
Cl -2.6344 4.1276 3.9473
Cl -2.1699 1.5758 2.7059
Cl -0.3004 2.5813 4.6963
F -5.1413 5.5973 1.1005
Al -5.0030 7.1995 1.8082
F -5.0209 7.1113 3.5518
F -6.4006 8.1332 1.2464
F -3.5234 7.9563 1.2662
Al -7.3523 6.5073 0.1794
C -2.4835 -4.7504 -2.1955
Cl -3.3400 -5.7902 -3.3313
Cl -3.6163 -3.8440 -1.1805
H -1.8526 -5.3661 -1.5594
H -1.8694 -4.0486 -2.7557
F -4.9572 4.1571 2.6482
F 3.7197 -4.4272 -0.6723
Cl -1.6935 -6.1909 -5.3510
*
```

Record 3
Here is an isolated ion of composition C10H18BBrNO3 and charge -1 from OMol25. Energies are from wB97M-V/def2-TZVPD.

Properties
E_LUMO (eV): 3.0
F_max (eV/Å): 9.67
Frontier orbital gap (Eh): 0.2881
Highest occupied orbital energy (eV): -4.845
Energy (eV): -89009.004

Structure (ORCA input):
```
! wB97M-V def2-TZVPD RIJCOSX def2/J DEFGRID3
* xyz -1 1
C 4.3801 0.3422 2.1212
C 3.9950 -0.3737 0.9472
C 3.2716 -0.6677 -0.5317
C 1.6627 -0.2110 -0.5167
C 0.9690 -1.5251 0.1761
C -0.5107 -1.2457 0.8440
C -1.7492 -1.5496 -0.2179
C -3.2052 -0.9834 0.2998
C -3.2432 0.6394 0.5779
N -4.7099 1.0569 0.7335
O 1.7512 1.0553 0.2818
B 2.0264 2.2319 -0.6160
Br 3.9790 2.8371 -0.6496
O 1.9127 1.6436 -1.9870
C 1.0241 0.4401 -1.8810
O -0.3060 1.0801 -1.8355
H 4.5182 0.9580 3.1348
H 3.2546 -1.8329 -0.6977
H 3.8808 -0.0948 -1.3689
H 0.8838 -2.4197 -0.6063
H 1.6564 -1.9189 1.0667
H -0.6644 -2.0343 1.7269
H -0.5988 -0.1848 1.3667
H -1.4649 -1.1949 -1.2963
H -1.8636 -2.7334 -0.2836
H -4.0563 -1.2727 -0.4510
H -3.4636 -1.5170 1.3253
H -2.8565 1.1660 -0.3932
H -2.6420 0.9196 1.5528
H -4.7415 1.8043 1.4846
H -4.9873 1.5779 -0.1433
H 1.4606 3.2387 -0.3919
H 1.1431 -0.2364 -2.8572
H -0.7059 1.0047 -0.9143
*
```

Record 4
Here is a 2-piece molecular cluster, C10H18BF3NO5 overall from OMol25. Energies are from wB97M-V/def2-TZVPD.

Properties
E_LUMO (eV): 2.4
F_max (eV/Å): 1.01
Frontier orbital gap (Eh): 0.2281
Highest occupied orbital energy (eV): -3.825
Energy (eV): -31221.760

Structure (ORCA input):
```
! wB97M-V def2-TZVPD RIJCOSX def2/J DEFGRID3
* xyz -1 1
C 0.6061 -0.2557 1.7312
C -0.5114 0.7907 1.7748
O -1.3216 0.8309 0.5794
B -2.3697 -0.0151 0.4172
O -2.2155 -1.3957 0.4822
C -3.8167 0.6333 0.1532
C -4.9371 -0.4055 -0.0583
C -5.4089 -0.7541 1.3891
N -4.5577 0.0752 2.2503
C -4.1959 1.1976 1.5083
O -4.2587 2.3426 1.8859
H 0.7719 -0.6431 2.7424
H 1.5465 0.1992 1.4066
H 0.3681 -1.0633 1.0399
H -0.0755 1.7910 1.8520
H -1.1571 0.6713 2.6543
H -2.5708 -1.8262 -0.3031
H -3.7322 1.4304 -0.5880
H -5.7626 0.0395 -0.6164
H -4.5667 -1.2982 -0.5630
H -5.3344 -1.8183 1.6198
H -6.4503 -0.4318 1.5031
H -4.8811 0.2512 3.1903
C 5.7062 -0.7548 -2.6487
C 5.7303 0.2620 -1.5100
O 4.6639 1.1744 -1.4941
C 3.4346 0.7280 -0.8018
O 3.6075 0.1195 0.3235
C 2.5579 -0.1012 -1.7944
F 2.5996 0.3474 -3.0813
F 1.2528 -0.0102 -1.4290
F 2.8320 -1.4201 -1.8510
H 5.4131 -0.2710 -3.5824
H 6.7029 -1.1890 -2.7754
H 5.0125 -1.5704 -2.4551
H 6.6302 0.8779 -1.6279
H 5.8059 -0.2410 -0.5397
H 2.8817 1.7025 -0.7839
*
```